(1)
Here is C5H10O in the gas phase from the OMol25 dataset. Energies are from ωB97M-V/def2-TZVPD.

For the energy above the lowest of the compared OMol25 structures with the same formula, charge and spin, the calculation gives 0.3546 eV. The value obtained for the HOMO energy is -9.7 eV. As for the LUMO energy: 1.06 eV.

```
! wB97M-V def2-TZVPD RIJCOSX def2/J DEFGRID3
* xyz 0 1
C -1.650 -1.050 -0.734
C -0.798 -0.398 0.352
C 0.321 0.531 -0.124
C 0.970 1.220 1.095
C 1.453 -0.191 -0.819
O 1.820 -1.305 -0.556
H -1.065 -1.719 -1.374
H -2.440 -1.648 -0.266
H -2.141 -0.305 -1.373
H -1.449 0.195 1.007
H -0.349 -1.179 0.977
H -0.059 1.301 -0.809
H 1.391 0.446 1.745
H 1.766 1.914 0.802
H 0.216 1.786 1.653
H 2.015 0.399 -1.575
*
```

Atomic partial charges in e from the Löwdin method, atoms 1 to 2: number 1, C, carries -0.102; number 2, C, carries -0.244

---

(2)
Here is CH3NOS in the gas phase in a non-equilibrium geometry from the OMol25 dataset. Energies are from ωB97M-V/def2-TZVPD.

For the energy above the lowest of the compared OMol25 structures with the same formula, charge and spin, the calculation gives 3.2629 eV. The value obtained for the HOMO energy (alpha / beta) is -6.0 / -9.3 eV. As for the expectation value of S²: 2.006. As for the LUMO energy (alpha / beta): 0.63 / -2.23 eV.

```
! wB97M-V def2-TZVPD RIJCOSX def2/J DEFGRID3
* xyz 0 3
C 0.286 -0.560 0.872
N 0.720 0.344 0.073
O -0.150 0.706 -0.980
S 1.412 -1.162 2.297
H -0.547 -1.125 0.509
H 1.510 1.071 0.248
H -0.833 -0.061 -1.256
*
```

Atomic partial charges in e from the Löwdin method, atoms 1 to 2: number 1, C, carries -0.631; number 2, N, carries -0.192

---

Values for energy, eV, ordered as above
-7394.4107 -15452.4995